Record 1
ORCA calculation (ωB97M-V/def2-TZVPD) on an isolated ion of composition C2H7N3P3 and charge +1 in a non-equilibrium geometry.

Results
- E_HOMO (alpha / beta): -11.12 / -11.84 eV
- Net charge: +1
- Lowest unoccupied orbital energy (alpha / beta): -5.822 / -4.530 eV
- Gap between HOMO and LUMO (alpha / beta): 5.298 / 7.313 eV
- Energy relative to the best compared isomer or geometry (same formula, charge and spin): 198.74 kJ/mol
- E: -34514.653 eV

Structure (XYZ):
```
15
C2H7N3P3, DFT ωB97M-V/def2-TZVPD
P -1.051 1.698 -0.671
P 0.291 -0.304 1.192
P -1.885 4.421 0.394
N 0.319 0.877 -0.021
N -1.287 2.924 0.312
N 0.902 -1.581 0.312
C 1.663 -3.850 -0.644
C 1.321 -2.601 -0.084
H 1.199 -3.948 -1.631
H 2.746 -3.965 -0.739
H -3.230 4.225 0.761
H 1.206 1.144 -0.428
H 1.277 -4.644 0.001
H -2.125 0.808 -0.386
H -1.344 4.797 1.631
```

These are the Löwdin partial charges, in e, on atoms 1 to 2: number 1, P, carries 0.6609; number 2, P, carries 0.8979

Record 2
ORCA calculation (ωB97M-V/def2-TZVPD) on a 2-piece molecular cluster, C2H7N3S overall in a non-equilibrium geometry.

Results
- E_HOMO: -8.33 eV
- Lowest unoccupied orbital energy: 0.870 eV
- Gap between HOMO and LUMO: 9.198 eV
- Energy relative to the best compared isomer or geometry (same formula, charge and spin): 357.66 kJ/mol
- E: -17489.205 eV

Structure (XYZ):
```
13
C2H7N3S, DFT ωB97M-V/def2-TZVPD
S -0.251 -2.339 2.180
N -0.944 -2.797 -0.735
N -0.104 -1.303 0.860
N -0.462 -1.719 -0.287
C 1.063 1.968 -0.670
C -0.034 2.696 -0.679
H 0.087 -1.365 3.020
H 1.711 1.929 0.188
H -1.094 -3.482 0.008
H -0.690 2.738 -1.533
H -0.335 3.286 0.172
H 1.368 1.384 -1.521
H -0.315 -0.997 -1.003
```

These are the Löwdin partial charges, in e, on atoms 1 to 2: number 1, S, carries 0.7070; number 2, N, carries 0.0500

Record 3
ORCA calculation (ωB97M-V/def2-TZVPD) on a single C2H7N3S molecule in a non-equilibrium geometry.

Results
- SMILES string: CN/N=C\NS
- E_HOMO: -8.02 eV
- Lowest unoccupied orbital energy: 0.708 eV
- Gap between HOMO and LUMO: 8.727 eV
- Energy relative to the best compared isomer or geometry (same formula, charge and spin): 337.07 kJ/mol
- E: -17489.418 eV

Structure (XYZ):
```
13
C2H7N3S, DFT ωB97M-V/def2-TZVPD
S 1.987 -0.963 -0.424
N -0.189 0.851 -0.654
N -0.562 -0.416 -0.236
N 1.844 0.573 0.303
C -2.063 -0.522 -0.067
C 0.964 1.365 -0.321
H 1.048 2.542 -0.296
H -2.631 0.331 0.485
H -2.183 -1.528 0.526
H 1.580 -1.983 0.366
H -0.245 -0.645 0.662
H -2.322 -0.547 -1.090
H 2.772 0.940 0.746
```

These are the Löwdin partial charges, in e, on atoms 1 to 2: number 1, S, carries 0.7631; number 2, N, carries -0.0504

Record 4
ORCA calculation (ωB97M-V/def2-TZVPD) on a single C2H7N3S molecule in a non-equilibrium geometry.

Results
- SMILES string: CS/N=C\NN
- E_HOMO: -7.89 eV
- Lowest unoccupied orbital energy: 1.018 eV
- Gap between HOMO and LUMO: 8.908 eV
- Energy relative to the best compared isomer or geometry (same formula, charge and spin): 173.07 kJ/mol
- E: -17491.118 eV

Structure (XYZ):
```
13
C2H7N3S, DFT ωB97M-V/def2-TZVPD
S -0.626 -0.131 0.990
N 1.598 0.624 -1.381
N -0.626 -0.005 -0.643
N 2.271 0.596 -0.156
C -2.165 -0.991 1.354
C 0.257 0.222 -1.513
H -2.159 -1.916 0.859
H 1.930 1.448 0.323
H 1.870 -0.088 0.445
H 0.029 0.022 -2.609
H -3.024 -0.474 0.999
H 2.247 0.352 -2.069
H -2.125 -1.140 2.434
```

These are the Löwdin partial charges, in e, on atoms 1 to 2: number 1, S, carries 0.7903; number 2, N, carries -0.1056

Record 5
ORCA calculation (ωB97M-V/def2-TZVPD) on a single C2H7N3S molecule in a non-equilibrium geometry.

Results
- SMILES string: CS/N=C/NN
- E_HOMO: -7.88 eV
- Lowest unoccupied orbital energy: 0.985 eV
- Gap between HOMO and LUMO: 8.867 eV
- Energy relative to the best compared isomer or geometry (same formula, charge and spin): 117.73 kJ/mol
- E: -17491.692 eV

Structure (XYZ):
```
13
C2H7N3S, DFT ωB97M-V/def2-TZVPD
S 1.717 -0.885 -0.173
N -2.465 0.650 -0.207
N 0.124 -0.233 -0.102
N -2.115 -0.660 0.141
C 2.616 0.651 0.104
C -0.807 -1.074 0.065
H -1.821 0.935 -0.918
H -2.802 -1.339 -0.092
H -0.689 -2.144 0.174
H -2.238 1.237 0.573
H 3.694 0.416 0.018
H 2.364 1.402 -0.657
H 2.423 1.044 1.075
```

These are the Löwdin partial charges, in e, on atoms 1 to 2: number 1, S, carries 0.7742; number 2, N, carries 0.0176

Record 6
ORCA calculation (ωB97M-V/def2-TZVPD) on a single C2H7N3S molecule in a non-equilibrium geometry.

Results
- SMILES string: CN(N)C(N)=S
- E_HOMO: -7.96 eV
- Lowest unoccupied orbital energy: 0.701 eV
- Gap between HOMO and LUMO: 8.657 eV
- Energy relative to the best compared isomer or geometry (same formula, charge and spin): 50.26 kJ/mol
- E: -17492.391 eV

Structure (XYZ):
```
13
C2H7N3S, DFT ωB97M-V/def2-TZVPD
S -2.377 -0.394 0.077
N -0.950 1.818 -0.193
N 0.254 -0.159 -0.204
N 1.369 0.599 0.171
C 0.236 -1.638 -0.123
C -0.943 0.463 -0.077
H -0.158 2.349 0.215
H 0.981 -2.056 -0.756
H -0.764 -1.954 -0.455
H 1.745 0.272 1.080
H 2.076 0.399 -0.539
H -1.833 2.286 -0.107
H 0.365 -1.985 0.912
```

These are the Löwdin partial charges, in e, on atoms 1 to 2: number 1, S, carries 0.5896; number 2, N, carries 0.0633

Record 7
ORCA calculation (ωB97M-V/def2-TZVPD) on a single C2H7N3S molecule in a non-equilibrium geometry.

Results
- SMILES string: CN(S)/C=N/N
- E_HOMO: -8.29 eV
- Lowest unoccupied orbital energy: 0.925 eV
- Gap between HOMO and LUMO: 9.216 eV
- Energy relative to the best compared isomer or geometry (same formula, charge and spin): 187.17 kJ/mol
- E: -17490.972 eV

Structure (XYZ):
```
13
C2H7N3S, DFT ωB97M-V/def2-TZVPD
S -1.423 -1.119 -0.037
N -0.677 0.403 -0.325
N 1.512 -0.330 0.105
N 2.923 -0.096 0.153
C 0.703 0.607 -0.143
C -1.530 1.481 0.174
H -1.147 2.509 -0.008
H -0.568 -1.554 0.885
H 0.934 1.671 -0.235
H 3.274 -0.849 -0.389
H -1.767 1.421 1.286
H 3.176 0.786 -0.322
H -2.475 1.548 -0.351
```

These are the Löwdin partial charges, in e, on atoms 1 to 2: number 1, S, carries 0.7766; number 2, N, carries -0.5514

Record 8
ORCA calculation (ωB97M-V/def2-TZVPD) on C2H7N4 as an isolated structure in a non-equilibrium geometry.

Results
- E_HOMO: -13.62 eV
- Net charge: +1
- Lowest unoccupied orbital energy: -4.842 eV
- Gap between HOMO and LUMO: 8.775 eV
- Energy relative to the best compared isomer or geometry (same formula, charge and spin): 697.67 kJ/mol
- E: -8135.016 eV

Structure (XYZ):
```
13
C2H7N4, DFT ωB97M-V/def2-TZVPD
N 1.118 0.240 -0.416
N 2.233 0.531 0.107
N -0.260 1.611 0.229
N 0.445 -0.828 -0.103
C -1.205 0.843 -0.027
C -0.859 -0.715 -0.508
H 0.688 -1.512 0.713
H -1.005 -0.852 -1.534
H 2.870 1.197 -0.395
H 2.592 0.047 0.952
H -2.217 0.806 0.384
H 0.526 1.552 -0.877
H -1.492 -1.344 0.078
```

These are the Löwdin partial charges, in e, on atoms 1 to 2: number 1, N, carries -0.1678; number 2, N, carries 0.1185

Record 9
ORCA calculation (ωB97M-V/def2-TZVPD) on a 2-piece molecular cluster, C2H7N4 overall in a non-equilibrium geometry.

Results
- E_HOMO: -14.62 eV
- Net charge: +1
- Lowest unoccupied orbital energy: -5.225 eV
- Gap between HOMO and LUMO: 9.392 eV
- Energy relative to the best compared isomer or geometry (same formula, charge and spin): 411.83 kJ/mol
- E: -8137.978 eV

Structure (XYZ):
```
13
C2H7N4, DFT ωB97M-V/def2-TZVPD
N -1.287 0.993 -0.736
N -0.524 -1.614 1.155
N -1.422 1.992 -0.211
N 1.054 2.030 -0.462
C -0.330 0.161 -0.821
C 1.031 0.816 -0.699
H -0.499 -0.584 0.221
H 1.834 0.078 -0.790
H 1.958 2.460 -0.537
H -1.026 -2.490 0.974
H -0.865 -1.381 2.133
H 0.444 -1.879 1.335
H -0.366 -0.580 -1.561
```

These are the Löwdin partial charges, in e, on atoms 1 to 2: number 1, N, carries 0.0188; number 2, N, carries 0.0900

Record 10
ORCA calculation (ωB97M-V/def2-TZVPD) on an isolated ion of composition C2H7N4O and charge +1 in a non-equilibrium geometry.

Results
- SMILES string: [H]/N=C(\N)CON=[NH2+]
- E_HOMO: -13.84 eV
- Net charge: +1
- Lowest unoccupied orbital energy: -5.956 eV
- Gap between HOMO and LUMO: 7.885 eV
- Energy relative to the best compared isomer or geometry (same formula, charge and spin): 437.96 kJ/mol
- E: -10184.754 eV

Structure (XYZ):
```
14
C2H7N4O, DFT ωB97M-V/def2-TZVPD
O 0.932 -0.859 0.011
N 2.655 0.121 -0.626
N -1.196 1.336 0.091
N 1.716 0.169 0.186
N -2.154 -0.693 -0.799
C -0.300 -0.917 0.742
C -1.374 -0.056 -0.040
H -2.098 1.869 -0.001
H -0.754 1.430 1.021
H -2.770 -0.106 -1.259
H 2.677 -0.785 -1.250
H -0.538 -1.869 0.557
H -0.113 -0.485 1.719
H 3.316 0.842 -0.353
```

These are the Löwdin partial charges, in e, on atoms 1 to 2: number 1, O, carries -0.0215; number 2, N, carries 0.2198

Record 11
ORCA calculation (ωB97M-V/def2-TZVPD) on an isolated ion of composition C2H7N4O and charge +1 in a non-equilibrium geometry.

Results
- SMILES string: C[N@@H+]1NN=C(N)O1
- E_HOMO: -13.45 eV
- Net charge: +1
- Lowest unoccupied orbital energy: -3.636 eV
- Gap between HOMO and LUMO: 9.817 eV
- Energy relative to the best compared isomer or geometry (same formula, charge and spin): 503.07 kJ/mol
- E: -10184.080 eV

Structure (XYZ):
```
14
C2H7N4O, DFT ωB97M-V/def2-TZVPD
O 0.172 -0.799 -0.185
N 2.050 0.473 0.211
N 0.976 1.267 0.406
N 2.292 -1.533 -0.859
N -0.392 0.399 0.401
C 1.551 -0.571 -0.232
C -1.456 1.064 -0.428
H -2.428 0.768 0.003
H -1.308 2.129 -0.146
H -0.641 0.032 1.330
H -1.523 1.005 -1.507
H 3.281 -1.408 -0.821
H 0.935 1.716 1.333
H 2.125 -2.558 -1.106
```

These are the Löwdin partial charges, in e, on atoms 1 to 2: number 1, O, carries 0.0780; number 2, N, carries 0.1215

Record 12
ORCA calculation (ωB97M-V/def2-TZVPD) on a single C2H7N5 molecule in a non-equilibrium geometry.

Results
- SMILES string: [H]/N=N/N(CC)/N=N/[H]
- E_HOMO: -8.60 eV
- Lowest unoccupied orbital energy: 0.468 eV
- Gap between HOMO and LUMO: 9.072 eV
- Energy relative to the best compared isomer or geometry (same formula, charge and spin): 470.37 kJ/mol
- E: -9633.164 eV

Structure (XYZ):
```
14
C2H7N5, DFT ωB97M-V/def2-TZVPD
N 0.441 -0.211 0.306
N 2.038 0.930 -0.840
N 1.214 1.225 0.008
N 0.675 -2.129 1.223
N 1.165 -1.015 0.958
C -0.968 -0.032 0.461
C -1.454 0.502 -0.932
H -0.935 1.499 -1.081
H -2.520 0.821 -1.046
H -1.329 -1.015 0.669
H 1.262 -2.718 1.833
H -1.220 -0.265 -1.666
H 2.690 1.667 -1.089
H -1.059 0.742 1.198
```

These are the Löwdin partial charges, in e, on atoms 1 to 2: number 1, N, carries -0.2064; number 2, N, carries 0.0674

- What is the E in the ninth record?
  -8137.978 eV

- Among the records above, which one has the highest E?
  number 8